(1)
The following is a quantum chemistry calculation of a structure of composition C21H45AsF12O23S2V3, from the Open Molecules 2025 dataset.

Output
- Max |F|: 5.67 eV/A
- Highest occupied orbital energy: -6.57 eV
- LUMO level: -0.21 eV
- Gap between HOMO and LUMO: 0.2338 Ha
- Relative energy (zero: lowest compared OMol25 entry of this formula, charge and spin): 0.0 kJ/mol
- Net charge: -1

```
107
Properties=species:S:1:pos:R:3:forces:R:3:lowdin_charge:R:1
O 2.319 -1.576 -3.535 0.95 -0.84 0.11 -0.2909
V 2.944 -2.303 -2.279 0.78 1.21 2.88 1.0458
O 4.208 -1.517 -1.754 -1.58 -0.41 -1.13 -0.2229
O 0.344 -6.160 -1.342 0.22 2.82 -0.31 -0.2936
V 0.664 -4.591 -1.142 -1.28 -3.01 2.78 0.9743
O -0.495 -3.806 -1.918 1.67 -0.44 0.38 -0.3181
O -2.138 0.015 2.595 -0.68 -0.28 -0.33 -0.2883
V -2.642 -1.027 1.513 2.03 -0.65 1.19 0.9186
O -3.553 -0.271 0.521 -0.89 0.94 -0.51 -0.2717
C -0.787 -4.658 3.509 1.08 -0.26 -1.28 -0.6835
F -0.185 -5.828 3.446 0.21 -0.75 -0.17 0.1673
F -2.092 -4.851 3.376 -0.80 0.03 0.07 0.1333
F -0.528 -4.148 4.680 -0.15 0.83 0.83 0.1816
S -0.112 -3.569 2.142 2.37 2.61 1.16 0.5784
O 0.089 -4.409 0.984 -0.82 -1.22 -1.84 -0.3156
O -1.163 -2.563 1.990 -1.34 -0.25 -0.42 -0.3509
O 1.114 -2.992 2.626 -1.23 -0.79 0.14 -0.2134
S 3.325 -4.453 0.174 4.16 -3.32 1.95 0.2761
O 3.576 -4.107 1.552 -0.57 0.22 -0.88 -0.2670
O 2.384 -3.443 -0.468 -3.04 2.66 -3.73 -0.5146
O 4.545 -4.469 -0.647 -0.65 0.90 -0.61 -0.3446
O 2.594 -5.716 -0.018 -1.03 0.45 -0.28 -0.3636
As 0.036 0.125 -1.131 0.42 0.35 -0.97 0.8427
F -0.915 -0.609 0.199 0.26 -0.51 -0.12 -0.2722
F 1.022 -1.350 -1.356 0.14 -0.41 0.34 -0.2897
F 0.948 0.872 -2.427 -0.48 -0.25 0.56 -0.2372
F -0.949 1.519 -0.949 0.27 0.08 0.08 -0.2138
F 1.248 0.593 0.019 -0.84 0.07 -0.31 -0.2067
F -1.094 -0.558 -2.272 0.53 0.15 0.76 -0.2252
C -4.114 -1.652 4.315 -0.32 -0.71 0.28 -0.0262
O -3.880 -2.068 2.964 0.39 0.42 -0.58 -0.2724
C -4.826 -3.029 2.509 -0.04 -0.53 -0.30 -0.1555
C -4.283 -3.784 1.328 0.56 -0.11 -0.59 -0.1847
O -3.758 -2.867 0.393 0.13 0.31 0.50 -0.2538
C -3.267 -3.467 -0.794 -0.15 -0.52 -0.46 -0.0562
H -3.742 -2.443 4.968 0.15 0.11 0.06 0.1048
H -5.194 -1.600 4.470 0.00 0.32 -0.01 0.0988
H -3.627 -0.711 4.540 0.11 0.03 -0.35 0.0937
H -5.756 -2.519 2.249 -0.05 -0.01 0.17 0.1458
H -4.976 -3.819 3.251 -0.23 0.41 0.38 0.1427
H -5.083 -4.373 0.866 -0.07 0.01 0.10 0.1440
H -3.479 -4.462 1.625 -0.10 -0.05 0.11 0.1206
H -2.614 -4.325 -0.609 0.14 0.23 0.32 0.0885
H -2.727 -2.721 -1.372 -0.04 0.05 0.10 0.0850
H -4.108 -3.859 -1.376 -0.06 0.20 -0.05 0.1023
C -3.841 5.643 -5.556 -0.86 0.21 0.18 -0.1374
O -3.658 4.286 -5.292 0.03 -0.35 -0.03 -0.1818
C -2.337 3.922 -4.934 0.02 0.50 0.23 -0.2041
C -2.364 2.545 -4.310 0.08 0.35 0.13 -0.2127
O -2.617 1.571 -5.304 0.62 0.32 0.29 -0.1729
C -2.220 0.292 -4.848 -2.72 -0.84 -0.43 -0.1199
H -4.924 5.795 -5.599 0.06 -0.05 -0.24 0.0849
H -3.417 5.965 -6.513 0.25 0.03 0.11 0.0863
H -3.524 6.284 -4.722 0.46 -0.06 -0.13 0.0851
H -1.965 4.677 -4.226 0.03 -0.25 0.29 0.1186
H -1.656 3.995 -5.790 -0.11 -0.33 -0.17 0.1285
H -3.124 2.534 -3.518 -0.32 -0.07 -0.21 0.1323
H -1.445 2.338 -3.748 0.32 0.05 -0.40 0.1152
H -1.153 0.097 -4.876 0.01 0.06 0.35 0.0914
H -2.816 -0.417 -5.444 0.91 0.05 -0.77 0.0872
H -2.787 0.058 -3.935 1.16 0.41 0.72 0.0820
C 1.757 -1.465 6.417 0.24 -0.62 -0.15 -0.1292
O 2.307 -1.447 5.123 -0.43 0.35 -0.03 -0.1653
C 2.347 -0.120 4.627 1.14 0.21 0.24 -0.2113
C 2.558 -0.054 3.137 -0.31 -0.39 -0.41 -0.2192
O 3.731 -0.763 2.834 0.55 -0.89 0.27 -0.1489
C 4.174 -0.667 1.514 -0.69 0.78 -1.55 -0.1197
H 0.695 -1.209 6.369 -0.06 0.12 0.26 0.0840
H 2.291 -0.828 7.132 -0.05 0.36 -0.16 0.0826
H 1.879 -2.478 6.803 -0.20 -0.09 -0.13 0.0846
H 3.238 0.342 5.076 -0.13 0.28 0.19 0.1270
H 1.466 0.461 4.914 -0.17 -0.07 -0.06 0.1218
H 2.663 0.986 2.804 -0.01 0.26 0.22 0.1148
H 1.661 -0.432 2.635 0.19 -0.37 -0.24 0.1146
H 3.494 -1.071 0.745 -0.55 0.14 0.57 0.0592
H 5.083 -1.183 1.199 0.29 -0.16 1.30 0.0925
H 4.299 0.399 1.283 0.13 0.09 -0.25 0.0860
C 1.004 4.125 3.662 1.05 -0.16 0.31 -0.0996
O -0.119 3.918 4.495 0.14 0.26 -0.47 -0.1757
C -1.202 4.775 4.217 -0.77 0.04 -0.16 -0.2101
C -2.014 4.374 2.976 0.97 -0.82 0.95 -0.2177
O -1.424 4.971 1.841 -1.30 -0.15 -0.06 -0.1921
C -1.817 4.312 0.646 1.36 -0.35 -0.75 -0.1025
H 1.651 3.250 3.751 -0.28 -0.21 -0.15 0.0746
H 1.653 4.936 4.021 -0.37 0.31 0.10 0.0855
H 0.789 4.316 2.613 -0.34 -0.14 -0.01 0.0840
H -0.903 5.820 4.069 0.20 0.00 0.28 0.1262
H -1.844 4.684 5.096 -0.02 0.21 -0.05 0.1202
H -3.083 4.574 3.110 0.00 0.48 -0.25 0.1214
H -1.924 3.279 2.959 -0.04 -0.04 -0.39 0.1267
H -1.189 3.426 0.510 -0.05 -0.10 0.07 0.0711
H -1.555 4.979 -0.175 -0.23 0.09 -0.02 0.0850
H -2.839 3.950 0.519 -0.30 0.49 0.61 0.0911
C 4.741 2.672 -3.529 0.04 -0.18 0.95 -0.0524
C 3.741 1.540 -3.703 0.54 0.20 0.21 -0.1819
O 3.960 0.905 -4.980 -0.32 0.07 -1.30 0.0399
C 4.907 0.012 -5.108 0.33 -0.33 1.90 -0.4165
O 5.553 -0.442 -4.199 0.16 -0.01 -0.28 0.1472
C 5.214 -0.483 -6.519 -0.19 0.25 0.11 -0.5667
F 6.434 -0.063 -6.859 0.22 0.35 -0.28 0.1673
F 5.252 -1.810 -6.548 -0.31 -0.31 -0.06 0.1752
F 4.332 -0.041 -7.409 -0.04 -0.05 -0.38 0.1738
H 4.520 3.169 -2.580 -0.27 0.20 -0.18 0.0832
H 4.775 3.406 -4.330 -0.14 -0.09 -0.11 0.0779
H 5.734 2.263 -3.332 0.06 -0.08 -0.46 0.0798
H 2.701 1.839 -3.739 0.00 0.17 0.00 0.1119
H 3.880 0.836 -2.884 -0.10 -0.23 -0.19 0.1044
```
Positions in Å, forces in eV/Å.

(2)
The following is a quantum chemistry calculation of the ion C2HClFO2 with charge -1, from the Open Molecules 2025 dataset.

Output
- Max |F|: 4.76 eV/A
- Highest occupied orbital energy: -3.87 eV
- LUMO level: 3.88 eV
- Gap between HOMO and LUMO: 0.2852 Ha
- Relative energy (zero: lowest compared OMol25 entry of this formula, charge and spin): 45.2 kJ/mol
- Net charge: -1

```
7
Properties=species:S:1:pos:R:3:forces:R:3:lowdin_charge:R:1
O 1.597 -0.959 0.675 0.92 -1.43 1.13 0.0037
C 1.146 0.043 0.215 -3.86 0.37 -1.60 -0.7217
O 1.485 1.082 -0.306 1.42 1.38 -0.20 -0.0451
C -0.692 0.113 -0.018 2.90 -3.70 0.77 -0.5945
F -1.378 -0.099 1.129 -0.55 0.82 0.47 -0.0958
Cl -1.366 -1.177 -1.159 0.27 0.26 -0.02 0.4326
H -0.792 0.996 -0.536 -1.10 2.30 -0.55 0.0207
```
Positions in Å, forces in eV/Å.

(3)
The following is a quantum chemistry calculation of a cluster of 2 separate species, C4H12 in total, from the Open Molecules 2025 dataset.

Output
- Max |F|: 1.33 eV/A
- Highest occupied orbital energy: -11.63 eV
- LUMO level: 1.16 eV
- Gap between HOMO and LUMO: 0.4701 Ha
- Relative energy (zero: lowest compared OMol25 entry of this formula, charge and spin): 28.6 kJ/mol
- Net charge: 0

```
16
Properties=species:S:1:pos:R:3:forces:R:3:lowdin_charge:R:1
C 0.307 1.921 0.859 0.10 -0.03 0.65 -0.1773
C -1.232 1.996 0.710 1.03 0.45 0.70 -0.1534
H 0.641 1.215 1.623 -0.30 -0.27 -0.08 0.0546
H 0.761 1.605 -0.071 0.25 0.11 -0.14 0.0412
H 0.779 2.843 1.219 -0.27 0.15 -0.52 0.0600
H -1.700 1.168 1.236 -0.21 -0.15 -0.37 0.0588
H -1.463 2.036 -0.344 -0.46 -0.20 -0.14 0.0552
H -1.597 2.910 1.178 -0.14 0.00 -0.07 0.0555
C 0.538 -2.729 -0.865 0.39 -0.03 0.06 -0.1644
C 0.358 -1.224 -0.727 -0.56 0.78 -0.05 -0.1794
H -0.416 -3.245 -0.908 -0.09 -0.05 0.19 0.0593
H 1.057 -2.981 -1.783 0.06 0.02 -0.23 0.0574
H 1.137 -3.158 -0.062 -0.08 0.01 0.09 0.0610
H -0.653 -0.943 -1.046 0.19 0.06 -0.20 0.0657
H 1.060 -0.608 -1.297 0.00 -0.36 -0.17 0.0637
H 0.425 -0.808 0.277 0.08 -0.50 0.29 0.0421
```
Positions in Å, forces in eV/Å.

(4)
The following is a quantum chemistry calculation of a cluster of 2 separate species, C4H13N3O in total, from the Open Molecules 2025 dataset.

Output
- Max |F|: 2.25 eV/A
- Highest occupied orbital energy (spin up / spin down): -7.60 / -7.60 eV
- LUMO level (spin up / spin down): -0.46 / -0.46 eV
- Gap between HOMO and LUMO (spin up / spin down): 0.2626 / 0.2624 Ha
- Relative energy (zero: lowest compared OMol25 entry of this formula, charge and spin): 525.5 kJ/mol
- Net charge: 0

```
21
Properties=species:S:1:pos:R:3:forces:R:3:lowdin_charge:R:1
C -1.369 0.599 1.108 -0.27 -0.23 -0.45 -0.0996
C -1.405 -1.607 0.056 0.09 0.63 0.06 -0.0926
C 2.288 0.220 0.737 -0.06 0.46 -0.46 -0.1602
N -0.899 -0.253 0.046 -0.05 0.38 -0.45 -0.2528
N 1.400 -0.852 0.369 -0.09 -0.49 -2.11 0.1062
H 1.896 -1.495 -0.246 0.38 -0.14 0.36 0.0723
H -1.069 -2.117 0.963 0.00 -0.03 0.08 0.0795
H -2.467 0.653 1.109 -0.09 0.10 0.15 0.0766
H -0.966 1.603 1.013 0.04 -0.07 -0.06 0.0641
H -1.060 0.174 2.068 0.07 -0.03 0.05 0.0820
H -1.012 -2.160 -0.792 -0.02 0.03 -0.07 0.0818
H -2.501 -1.607 0.034 -0.07 -0.19 0.00 0.0806
H 3.030 -0.204 1.431 -0.18 -0.05 -0.06 0.0946
H 2.828 0.657 -0.107 0.10 -0.06 0.04 0.0769
H 1.741 1.016 1.241 -0.03 -0.10 0.07 0.0698
N -0.052 1.649 -1.135 0.25 0.16 -0.21 0.0733
C -0.322 0.219 -1.228 -1.45 0.12 1.16 -0.5581
O 0.764 -0.536 -1.503 1.09 -0.15 1.96 -0.0949
H 0.905 1.821 -1.416 0.01 -0.16 0.02 0.0701
H -0.630 2.210 -1.751 -0.09 -0.24 0.09 0.0764
H -1.098 0.011 -1.996 0.38 0.06 -0.16 0.1542
```
Positions in Å, forces in eV/Å.

(5)
The following is a quantum chemistry calculation of an isolated molecule of C2H6N2O, from the Open Molecules 2025 dataset.

Output
- Max |F|: 5.59 eV/A
- Highest occupied orbital energy: -8.89 eV
- LUMO level: 0.88 eV
- Gap between HOMO and LUMO: 0.3592 Ha
- Relative energy (zero: lowest compared OMol25 entry of this formula, charge and spin): 414.7 kJ/mol
- Net charge: 0

```
11
Properties=species:S:1:pos:R:3:forces:R:3:lowdin_charge:R:1
H -2.389 1.075 -0.400 3.02 0.44 1.08 0.1098
N -1.292 0.900 -0.163 -5.13 -1.43 -1.71 0.0435
C -1.353 -0.380 -0.036 2.76 -0.41 1.65 -0.2745
N -0.110 -1.105 0.157 -1.82 1.02 0.51 -0.0500
O 1.017 -0.632 -0.478 1.16 0.81 -1.53 -0.2092
C 1.584 0.545 0.089 -2.64 2.23 1.79 -0.1169
H -2.178 -1.098 0.288 0.49 1.15 -0.95 0.1346
H -0.206 -1.998 -0.256 -0.16 -1.25 -0.07 0.1014
H 2.050 0.295 1.063 0.30 0.16 -0.66 0.0751
H 0.656 1.268 0.365 2.52 -1.46 -0.68 0.0914
H 2.221 1.131 -0.629 -0.49 -1.26 0.57 0.0949
```
Positions in Å, forces in eV/Å.

(6)
The following is a quantum chemistry calculation of the ion C3H9N4S with charge +1, from the Open Molecules 2025 dataset.

Output
- Max |F|: 3.57 eV/A
- Highest occupied orbital energy: -13.31 eV
- LUMO level: -4.29 eV
- Gap between HOMO and LUMO: 0.3316 Ha
- Relative energy (zero: lowest compared OMol25 entry of this formula, charge and spin): 424.9 kJ/mol
- Net charge: +1

```
17
Properties=species:S:1:pos:R:3:forces:R:3:lowdin_charge:R:1
C 1.975 -0.638 0.357 0.14 0.90 0.80 -0.0107
C 0.739 -0.804 -0.423 -2.50 1.11 2.29 -0.3727
N 0.700 -0.523 -1.782 0.74 0.06 -1.46 0.0837
N -0.160 0.258 -2.137 -1.45 0.43 -0.63 0.0423
C -0.944 0.811 -0.990 1.07 1.15 1.67 -0.6034
S -0.534 2.636 -1.112 -0.16 -0.08 0.93 0.7565
N -0.299 0.196 0.197 0.90 -0.62 -0.68 -0.1261
N -1.216 -0.482 1.096 0.27 1.61 1.84 0.1935
H 1.608 -0.425 1.399 0.85 -0.18 -0.85 0.0986
H 2.517 0.250 -0.036 0.04 -0.81 0.49 0.1180
H 2.498 -1.573 0.362 0.91 -0.13 -0.06 0.0862
H 0.261 -1.752 -0.300 0.06 -1.25 0.08 0.1404
H -2.033 0.754 -0.918 0.07 -0.59 -0.87 0.1040
H -0.745 3.013 0.220 0.07 -0.67 -1.20 -0.1054
H -1.829 0.334 1.329 0.09 -1.20 0.40 0.1902
H -0.764 -0.833 2.043 -0.72 0.95 -2.44 0.2413
H -1.775 -1.221 0.695 -0.36 -0.66 -0.32 0.1636
```
Positions in Å, forces in eV/Å.

Q: Which of these has the highest relative energy (zero: lowest compared OMol25 entry of this formula, charge and spin)?
A: C4H13N3O